Entry 1:
# C32H40F24O16

A cluster of 8 separate species, C32H40F24O16 in total at a distorted geometry (wB97M-V/def2-TZVPD, the Open Molecules 2025 dataset).

XYZ file:
```
112
Properties=species:S:1:pos:R:3:forces:R:3:mulliken_charge:R:1
C 3.17892 -1.45662 5.85156 0.108 -1.332 2.042 -1.4658
C 2.57780 -1.12960 4.56787 1.599 2.089 -2.818 0.3624
O 1.19780 -1.31371 4.40615 -1.712 -1.182 0.905 -0.2647
C 0.61266 -0.99822 3.26714 0.927 3.631 -3.487 -0.0259
O 1.09200 -0.28095 2.34533 -1.650 -3.038 3.627 -0.4483
C -0.85415 -1.59448 3.15794 0.128 3.798 1.396 1.1683
F -1.55114 -1.07710 2.14188 0.649 -0.535 0.451 -0.1554
F -0.69450 -2.84780 3.05540 -0.267 -3.049 -0.488 -0.2077
F -1.59285 -1.30924 4.30916 0.917 -0.426 -1.111 -0.3281
H 2.90838 -0.86731 6.72770 -0.770 -0.105 -0.113 0.2863
H 4.26527 -1.39388 5.91479 0.111 0.191 -0.968 0.3957
H 2.98506 -2.52201 5.97582 -0.146 -0.078 0.835 0.3711
H 3.06173 -1.74298 3.80782 0.078 -0.003 -0.178 0.2863
H 2.77712 -0.09537 4.28726 0.146 -0.010 -0.069 0.0169
C 3.00631 1.28445 0.16877 1.764 0.108 0.999 -1.1853
C 2.33681 1.47748 -1.16106 -1.245 -0.156 -0.702 -0.2505
O 1.28141 0.56681 -1.21709 0.218 -1.532 2.721 0.1543
C 0.41815 0.48474 -2.25454 0.695 -0.199 -1.076 -1.0884
O 0.55158 1.27513 -3.23120 -0.722 0.707 -1.186 -0.8327
C -0.69533 -0.49430 -2.08605 5.122 3.976 2.040 1.5017
F -0.61907 -1.49293 -2.91890 -1.271 -2.420 -1.726 -0.1671
F -0.65885 -0.95356 -0.82875 -0.653 -1.346 0.872 -0.1344
F -1.80140 0.18324 -2.21492 -3.486 0.052 -1.143 -0.1411
H 2.38101 1.16556 1.05363 -0.476 0.375 -0.463 0.1476
H 3.75307 2.04975 0.38034 -0.426 1.044 -0.074 0.4460
H 3.74079 0.49115 0.30771 -0.421 -1.085 -0.856 0.4513
H 2.93526 1.32506 -2.05924 0.675 0.111 0.116 0.3121
H 1.89208 2.46710 -1.26574 0.331 0.273 0.136 -0.1023
C 1.68358 -4.00501 -2.39268 0.509 -1.600 0.081 -1.1705
C 1.29765 -5.27157 -1.49920 0.429 1.645 -1.553 0.0073
O 2.41832 -5.70910 -0.73074 1.555 -0.692 0.116 -0.3014
C 3.38857 -6.50469 -1.24333 -1.906 1.411 0.597 0.2308
O 3.42730 -7.10065 -2.26730 -0.443 -0.230 -0.754 -0.4969
C 4.57849 -6.58359 -0.31786 0.978 2.427 0.299 0.9105
F 4.82785 -7.82268 -0.01833 0.005 -1.080 1.206 -0.2382
F 5.65712 -6.15152 -1.01631 -0.207 0.200 0.266 -0.2706
F 4.47730 -5.75182 0.78763 0.180 -1.677 -1.134 -0.2337
H 2.42387 -4.26927 -3.14781 0.113 -0.585 -0.052 0.4308
H 2.21552 -3.22747 -1.84444 -0.779 0.177 0.363 0.3430
H 0.84716 -3.66454 -3.00307 -0.199 0.307 0.619 0.2791
H 0.96841 -6.09985 -2.12661 -0.260 0.110 0.062 0.3267
H 0.55675 -4.95163 -0.76654 0.043 -0.357 -0.086 0.0697
C -2.60834 2.89432 -3.73973 0.121 0.150 0.041 -1.3169
C -3.86589 1.99923 -3.74627 1.692 -0.126 0.054 0.6325
O -4.99538 2.91089 -3.84671 0.791 1.320 0.216 -0.2106
C -6.19731 2.67765 -3.44725 -0.543 -3.461 -1.066 0.4083
O -6.63585 1.57148 -3.14734 0.408 1.779 0.364 -0.5617
C -7.16627 3.83568 -3.71878 -0.927 0.570 0.795 0.8388
F -7.19354 4.65508 -2.61371 0.120 -0.377 -1.197 -0.2617
F -6.95865 4.54404 -4.83178 0.917 0.206 0.506 -0.2447
F -8.38681 3.33945 -3.89075 -0.361 -0.210 0.488 -0.2397
H -2.41510 3.28666 -4.73815 -0.298 0.374 0.081 0.3369
H -1.63894 2.49224 -3.44531 -0.178 -1.289 -0.130 0.3670
H -2.65920 3.68366 -2.98977 -0.687 0.345 -0.250 0.3044
H -3.86330 1.31546 -2.89741 -0.649 0.444 0.292 -0.3567
H -3.86390 1.35328 -4.62426 -0.222 0.166 -0.143 0.2032
C -5.50293 -2.33723 -3.89645 -0.115 -1.507 -0.243 -1.1922
C -6.27737 -1.71956 -2.74219 -1.014 0.606 -1.906 -0.1213
O -5.37871 -1.30913 -1.76877 1.479 1.495 2.619 0.0432
C -5.77337 -0.84722 -0.54365 -2.831 -1.564 -0.222 0.2402
O -6.84141 -1.15368 0.01007 3.233 1.195 -1.573 -0.6206
C -4.69785 0.09097 0.11665 -2.049 -0.136 0.490 1.0806
F -3.55891 0.07050 -0.48111 0.907 0.219 -0.674 -0.0971
F -5.19277 1.35992 0.17796 0.304 -0.534 -0.470 -0.2992
F -4.54549 -0.30560 1.36579 0.181 -0.260 0.777 -0.2779
H -6.09371 -2.44882 -4.80565 -0.545 0.409 0.139 0.4368
H -5.24325 -3.37965 -3.71193 0.485 -0.018 0.322 0.3078
H -4.61884 -1.79401 -4.23020 0.013 0.207 0.575 0.2004
H -7.10453 -2.28039 -2.30701 0.209 -0.384 -0.193 0.3327
H -6.68266 -0.82585 -3.21666 -0.418 0.292 0.549 0.1737
C -2.36619 -3.76989 -1.31854 -0.111 0.314 0.456 -0.3086
C -3.69751 -4.18381 -0.74818 0.422 -0.278 -0.308 -0.1575
O -3.68692 -3.72424 0.64387 -0.670 1.055 1.212 -0.1967
C -4.08458 -4.54349 1.62641 0.682 -2.086 -3.066 0.3837
O -4.25264 -5.72936 1.36090 -0.384 1.740 2.194 -0.5779
C -4.12196 -3.90213 3.04963 0.486 0.481 2.557 0.8561
F -2.91498 -4.03416 3.68290 -0.446 -0.512 -1.110 -0.2626
F -4.39539 -2.59851 3.17016 -0.159 -0.336 -1.294 -0.1691
F -4.99523 -4.51762 3.87591 0.009 -0.328 -1.071 -0.2693
H -2.37823 -2.68236 -1.24618 0.751 -0.057 0.245 -0.1351
H -2.19787 -3.97836 -2.37510 -0.313 -0.385 0.066 0.5226
H -1.61919 -4.26459 -0.69775 0.431 0.460 -0.219 -0.1654
H -3.83523 -5.26504 -0.75707 -0.373 0.278 -0.082 0.5054
H -4.43210 -3.59589 -1.29847 -0.581 -0.428 0.482 -0.1040
C 5.92060 5.56729 -4.84224 -0.578 -1.964 0.992 -1.0178
C 6.25195 5.31445 -3.31040 -1.082 1.552 -1.512 -0.1991
O 5.06746 5.62051 -2.45412 -0.084 -0.015 0.819 -0.3288
C 3.95345 4.82490 -2.31142 0.727 -1.684 -3.425 0.3617
O 3.76213 3.80712 -2.97154 0.439 2.449 2.073 -0.4431
C 2.85938 5.42563 -1.33447 -0.908 -3.353 -0.597 0.8336
F 2.75751 6.72815 -1.43239 -0.280 0.149 0.336 -0.2280
F 1.63100 4.77870 -1.52946 1.652 1.903 -0.817 -0.2198
F 3.15392 4.98414 -0.11732 0.832 1.032 0.880 -0.2404
H 6.60908 6.24356 -5.34897 0.090 -0.159 0.274 0.3785
H 4.90277 5.94151 -4.95209 0.086 0.054 0.104 0.2959
H 5.93710 4.56636 -5.27347 -0.043 0.255 -0.665 0.2663
H 6.97599 6.12709 -3.25146 -0.242 0.042 1.723 0.2010
H 6.74878 4.38420 -3.03494 -0.587 -0.104 -0.193 0.3593
C 4.45577 2.32019 8.20966 -0.699 -0.877 0.081 -1.1411
C 4.09093 3.59205 7.47287 1.336 0.346 0.921 -0.2427
O 3.30618 3.20953 6.35391 -0.693 0.241 -1.105 -0.2285
C 3.48851 3.83920 5.18161 2.334 2.087 0.861 0.3589
O 4.38652 4.66126 4.99594 -2.344 -1.689 -0.020 -0.5738
C 2.53000 3.33607 4.06258 -0.584 0.857 1.111 0.9770
F 3.22226 3.35265 2.96450 -0.084 0.672 -1.350 -0.2030
F 2.21714 2.09796 4.31506 -0.707 -1.474 0.370 -0.2958
F 1.33345 4.03212 3.97464 1.910 -0.408 -0.062 -0.2763
H 5.11557 1.66925 7.63604 0.324 0.371 -0.148 0.2947
H 3.56758 1.69721 8.31502 -0.272 0.125 0.179 0.2794
H 4.86186 2.43126 9.21508 0.096 0.432 -0.160 0.3866
H 5.00429 4.13459 7.22889 -0.025 -0.213 -0.761 0.3220
H 3.57328 4.33614 8.07823 -0.626 -0.375 0.072 0.3066
```
Forces are in eV/Å.

As for the multiplicity: 2. The HOMO energy (alpha / beta) is 0.0037 / -0.1790 Eh. Its energy relative to the best compared isomer or geometry (same formula, charge and spin) is 173.7 kJ/mol. The value obtained for the calculated total energy is -131809.6353 eV. The total charge is -1.


Entry 2:
# C32H40F24O16

A cluster of 8 separate species, C32H40F24O16 in total at a distorted geometry (wB97M-V/def2-TZVPD, the Open Molecules 2025 dataset).

XYZ file:
```
112
Properties=species:S:1:pos:R:3:forces:R:3:mulliken_charge:R:1
C -19.67801 -19.03727 -27.09502 -0.981 -0.707 -0.371 -1.1088
C -19.12959 -17.63962 -27.23552 1.598 -0.993 0.449 -0.2803
O -19.67599 -16.87011 -26.15855 0.296 1.448 0.276 -0.2037
C -18.98550 -15.95777 -25.42741 2.498 -0.645 -0.820 0.1492
O -17.77232 -15.76709 -25.42629 -2.965 -0.231 -0.042 -0.5805
C -20.00967 -15.23481 -24.48845 -0.032 -1.041 -1.631 1.0618
F -19.76889 -13.92500 -24.34083 -0.210 -0.943 0.159 -0.2504
F -21.20086 -15.43627 -25.09130 -0.186 1.083 0.955 -0.2403
F -20.03051 -15.87209 -23.31658 0.099 0.562 0.206 -0.2004
H -20.70095 -19.12562 -27.46094 -0.093 0.222 -0.249 0.1609
H -19.76974 -19.41238 -26.07572 0.506 0.397 0.109 0.3377
H -19.08877 -19.76400 -27.65427 0.135 0.133 -0.062 0.4165
H -19.25610 -17.21837 -28.23284 -0.879 0.441 0.232 0.4014
H -18.04267 -17.70801 -27.19052 0.158 0.265 0.655 0.3542
C -22.40111 -14.60785 -21.29402 1.802 1.222 -1.728 -1.2301
C -23.61597 -15.10543 -20.65004 1.001 -1.911 0.510 -0.3510
O -24.63351 -15.30541 -21.63670 -1.595 -0.102 -0.354 -0.0625
C -24.86288 -16.52099 -22.17658 4.348 -3.162 2.577 0.3674
O -24.21514 -17.56359 -21.83171 -3.183 4.102 -1.470 -0.5974
C -25.76716 -16.49919 -23.42217 0.573 -0.517 0.303 0.8117
F -26.08886 -15.30139 -23.78548 -0.556 2.226 -0.164 -0.2444
F -25.06713 -17.01201 -24.41675 0.544 -0.769 -0.574 -0.2665
F -26.87662 -17.18696 -23.27500 -0.513 -0.730 0.455 -0.3290
H -21.95918 -15.09485 -22.16329 -0.444 -1.285 0.342 0.3030
H -21.59458 -14.52270 -20.56576 -0.083 0.339 0.033 0.4884
H -22.56481 -13.66032 -21.80732 -0.158 0.596 0.760 0.2471
H -23.79323 -14.42583 -19.81648 -1.394 0.338 -0.494 0.3938
H -23.37608 -16.03992 -20.14280 -0.338 -0.358 -0.232 0.3607
C -25.79112 -11.35119 -20.52564 -0.800 -0.997 -0.108 -1.0167
C -26.49794 -12.71726 -20.69468 0.816 -0.665 -0.277 0.1581
O -27.81150 -12.70210 -20.12276 -2.665 -0.593 1.604 -0.3059
C -28.71585 -13.75870 -20.18280 3.902 -1.226 -5.300 0.3654
O -28.52517 -14.65637 -21.07612 -1.553 3.275 4.439 -0.4981
C -29.90161 -13.73007 -19.14916 1.686 1.645 -1.573 0.8151
F -29.48915 -14.53445 -18.18327 -0.992 0.055 0.473 -0.2046
F -30.03532 -12.41205 -18.63591 -0.625 -3.140 -1.099 -0.2440
F -30.97615 -14.22782 -19.81584 0.757 1.167 1.767 -0.1848
H -26.27365 -10.70784 -21.26141 0.174 0.568 0.467 0.3636
H -24.72845 -11.42478 -20.75676 -0.041 -0.330 -0.324 0.1850
H -25.81857 -11.00443 -19.49263 -0.450 0.233 -0.138 0.3812
H -25.95123 -13.52478 -20.20773 0.030 0.015 0.081 -0.0747
H -26.54117 -12.98156 -21.75126 -0.188 -0.002 -0.009 0.2769
C -30.63955 -17.25803 -21.41940 -0.753 0.697 0.499 -1.0745
C -29.68660 -18.33093 -21.77895 -0.385 0.677 -0.631 0.2168
O -30.51093 -19.27082 -22.52846 0.929 -1.539 -1.731 -0.2497
C -29.99566 -19.85615 -23.65459 3.557 2.329 -0.030 0.4751
O -28.88333 -19.56790 -24.17638 -4.615 -1.517 1.851 -0.5533
C -30.96962 -20.94028 -24.19053 0.505 -1.621 -2.235 0.7869
F -30.56809 -22.18078 -23.84811 0.619 0.404 0.487 -0.2550
F -32.20946 -20.85608 -23.80203 -0.854 0.895 0.623 -0.2188
F -30.99354 -20.97912 -25.56989 0.326 0.780 1.240 -0.2568
H -30.95033 -16.72880 -22.32020 -0.302 -0.131 0.009 0.3478
H -30.17209 -16.49445 -20.79769 0.007 -0.247 0.165 0.0771
H -31.48145 -17.73310 -20.91581 -0.248 0.466 0.056 0.4081
H -29.34004 -18.81730 -20.86712 0.522 -0.231 -0.484 0.3204
H -28.97292 -17.82002 -22.42528 0.612 -1.038 0.181 0.0199
C -24.33387 -15.76789 -16.77882 -0.559 0.308 1.234 -0.9566
C -23.24194 -15.05040 -15.94454 -0.679 -0.585 -1.365 -0.1287
O -23.43626 -15.44753 -14.61441 0.441 0.367 3.838 -0.2249
C -22.76253 -14.76575 -13.58976 1.454 1.815 -3.427 0.3353
O -21.96553 -13.82896 -13.83520 -2.983 -3.580 1.528 -0.5325
C -23.12844 -15.29940 -12.13293 0.295 1.242 -1.600 0.8298
F -23.36547 -14.16491 -11.44078 -0.158 -1.024 0.239 -0.2354
F -24.18907 -16.11566 -12.10578 0.669 0.628 0.142 -0.2176
F -22.06214 -15.92087 -11.63926 -0.325 -0.023 0.241 -0.2265
H -24.37667 -15.48582 -17.83082 0.476 -0.264 0.073 0.0235
H -25.31186 -15.50601 -16.37503 -0.099 0.442 0.070 0.3733
H -24.33716 -16.84025 -16.58354 0.557 -0.106 -0.545 0.3846
H -23.38783 -13.97215 -16.00921 0.629 0.008 -0.219 0.3237
H -22.27611 -15.45592 -16.24593 0.268 0.762 -0.195 0.2835
C -19.60362 -16.99164 -20.14179 0.447 -0.245 1.455 -0.8121
C -18.14478 -17.45733 -20.37944 -0.019 1.309 0.787 -0.5382
O -18.06548 -17.89590 -21.67465 -1.549 -1.423 -3.625 -0.0870
C -16.98894 -18.44165 -22.15292 2.984 0.767 3.432 0.1956
O -15.97313 -18.54485 -21.43022 -2.345 -0.263 -2.854 -0.5877
C -17.04157 -18.84367 -23.64137 1.134 -1.689 -0.393 1.0327
F -16.27485 -18.10228 -24.40524 0.258 1.203 -0.074 -0.2658
F -16.41649 -20.06553 -23.66793 -1.270 0.220 -0.063 -0.2771
F -18.24658 -18.89834 -24.24524 0.546 -0.203 1.058 -0.2258
H -19.50234 -16.13111 -19.48048 -0.378 0.057 0.125 0.3242
H -20.17251 -17.75487 -19.61079 0.202 -0.112 0.253 0.3920
H -20.29825 -16.72249 -20.93750 0.970 0.060 -0.652 0.0907
H -17.71930 -18.19166 -19.69547 -0.618 -0.299 0.159 0.3943
H -17.39493 -16.66692 -20.34652 -0.309 0.603 0.455 0.3593
C -21.71707 -17.74020 -30.80650 0.560 1.090 -0.929 -1.1279
C -22.17639 -16.59740 -29.90344 1.212 -0.365 -0.932 -0.1484
O -22.89034 -17.28379 -28.92663 -3.235 -1.607 3.079 -0.1271
C -24.17460 -17.76786 -29.04462 -1.357 3.078 -4.854 0.2543
O -24.92390 -17.44372 -30.02187 2.898 -1.779 4.318 -0.5643
C -24.62217 -18.69811 -27.86942 -0.216 -1.144 -0.043 0.8873
F -23.92902 -18.38490 -26.77958 -0.718 0.265 0.135 -0.1693
F -25.98015 -18.69320 -27.64445 2.332 0.484 -0.349 -0.2248
F -24.28228 -19.99408 -28.14883 -0.372 1.015 -0.238 -0.2541
H -22.55150 -17.99881 -31.45838 0.187 -0.536 0.127 0.3541
H -21.31668 -18.54561 -30.19079 -0.552 -0.138 0.038 0.2724
H -20.86233 -17.46693 -31.42523 -0.130 0.307 -0.278 0.4047
H -22.67588 -15.73081 -30.33661 -0.554 -0.505 -0.343 0.3063
H -21.31937 -16.15926 -29.39192 -0.010 -0.167 0.308 0.1809
C -23.39648 -8.48424 -21.47457 -1.199 1.050 1.110 -1.1330
C -22.13230 -9.22533 -21.62434 0.062 -0.144 -1.147 -0.0525
O -21.51977 -9.43813 -20.37138 1.030 -2.489 2.607 -0.3413
C -21.24752 -10.73593 -19.89962 0.541 2.344 -2.282 0.4077
O -21.57232 -11.72868 -20.45835 -0.455 -0.456 0.177 -0.5132
C -20.23676 -10.76568 -18.71767 0.127 0.855 0.401 0.7953
F -20.45480 -11.90333 -18.03298 0.399 1.064 -0.209 -0.1834
F -18.90958 -10.75851 -19.12804 -2.334 0.151 0.595 -0.2444
F -20.48717 -9.66491 -17.93747 0.813 -1.559 -0.539 -0.2350
H -23.21680 -7.57178 -20.90604 -0.060 0.297 -0.276 0.3431
H -24.13096 -9.01404 -20.86797 0.029 -0.354 -0.076 0.1990
H -23.88007 -8.26069 -22.42550 0.255 0.072 -0.052 0.3718
H -21.39998 -8.59535 -22.12926 -0.063 -0.286 -0.473 0.3354
H -22.39668 -10.11471 -22.19636 0.850 -0.430 0.220 0.2111
```
Forces are in eV/Å.

The HOMO energy is -0.4094 Eh. Its energy relative to the best compared isomer or geometry (same formula, charge and spin) is 602.2 kJ/mol. The value obtained for the calculated total energy is -131809.1750 eV. As for the SMILES: CCOC(=O)C(F)(F)F.CCOC(=O)C(F)(F)F.CCOC(=O)C(F)(F)F.CCOC(=O)C(F)(F)F.CCOC(=O)C(F)(F)F.CCOC(=O)C(F)(F)F.CCOC(=O)C(F)(F)F.CCOC(=O)C(F)(F)F. The total charge is 0.